This record from the Open Molecules 2025 dataset describes one molecule with the formula C4H5NO2S. The level of theory is ωB97M-V with the def2-TZVPD basis set.

```
13
Properties=species:S:1:pos:R:3:forces:R:3:mulliken_charge:R:1
C -0.82485 1.42166 -0.35390 3.1 -1.6 1.5 -1.02
C -0.13003 0.31656 -1.16484 1.7 1.1 -1.3 0.19
C 1.57051 -1.07465 0.31772 -1.1 0.0 -3.2 0.06
C -0.72700 -0.96712 0.91216 -3.8 0.5 -1.4 0.20
H 0.12553 1.61206 0.30458 -1.9 0.5 -0.8 0.27
H -1.70195 1.39628 0.25880 -0.2 -1.3 0.4 0.34
H -1.06103 2.19879 -0.92461 -0.1 3.5 -2.8 0.38
H 1.56781 -2.03700 0.92159 -0.4 1.3 -0.3 0.34
H -0.33872 -1.46582 2.00625 -0.5 1.4 -3.3 0.26
N 0.20408 -0.72946 -0.32974 0.0 -3.3 6.1 0.00
O 2.52307 -0.49118 -0.05318 0.8 0.1 0.7 -0.36
O -1.94213 -0.68960 0.76083 4.6 -1.7 1.3 -0.48
S 0.73472 0.50947 -2.65567 -2.2 -0.4 3.1 -0.18
```
Forces are in eV/Å.

Summary:
Net charge = 0
Energy above the lowest of the compared OMol25 structures with the same formula, charge and spin = 103.11 kcal per mole
HOMO-LUMO gap = 7.9 eV

This record from the Open Molecules 2025 dataset describes C7H7InO6S as an isolated structure. The level of theory is ωB97M-V with the def2-TZVPD basis set.

```
22
Properties=species:S:1:pos:R:3:forces:R:3:mulliken_charge:R:1
O 3.06506 0.11255 -1.87285 -3.3 1.0 1.1 -0.06
C 2.04521 0.45277 -1.48847 4.9 -1.2 -1.5 0.14
In -0.14402 0.79030 -0.79204 -0.9 0.0 -0.9 1.17
O 1.30845 2.55973 1.98158 -1.5 -1.3 -2.9 -0.06
C 0.84477 2.11435 1.03920 1.6 1.5 3.1 0.26
C -2.15763 1.71398 -0.15313 -2.9 1.3 0.9 0.13
O -3.19382 2.04882 0.12656 1.4 -0.5 -0.4 -0.04
C -1.01657 0.12254 -2.73019 1.5 -0.5 1.3 0.02
O -2.17616 0.28615 -2.85717 0.6 -0.4 -1.0 -0.30
C 0.08304 2.94242 -2.13916 0.5 3.3 -1.8 0.14
O 0.16841 3.84577 -2.82500 -0.3 -2.4 1.6 -0.06
H -0.07960 -0.41653 -3.20091 -2.3 0.4 -0.7 0.26
C -1.03351 -2.32511 1.90806 0.4 -0.3 -0.2 -0.92
S -0.30908 -1.17408 0.84595 0.1 1.6 -1.5 0.64
C 1.35998 -0.96032 1.53524 -0.4 -1.3 0.4 -1.14
O -0.34998 -1.72751 -0.58140 0.9 0.2 1.4 -0.57
H -0.89000 -1.92593 2.91655 -0.3 -0.5 0.0 0.41
H -0.40048 -3.18740 1.63714 -0.6 -0.3 0.7 0.39
H -2.06846 -2.40486 1.54281 0.3 -0.2 0.5 0.39
H 1.64635 -2.01472 1.66358 0.8 0.5 0.1 0.44
H 2.07757 -0.37852 0.92509 -0.6 -0.5 0.2 0.33
H 1.22045 -0.47439 2.51856 0.1 -0.3 -0.4 0.40
```
Forces are in eV/Å.

Summary:
Net charge = +2
Energy above the lowest of the compared OMol25 structures with the same formula, charge and spin = 38.01 kcal per mole
HOMO-LUMO gap (spin up / spin down) = 7.1 / 7.1 eV

This record from the Open Molecules 2025 dataset describes one molecule with the formula C17H20FN7O3S2. The level of theory is ωB97M-V with the def2-TZVPD basis set.

```
50
Properties=species:S:1:pos:R:3:forces:R:3:mulliken_charge:R:1
O 5.24966 1.27027 -0.31314 0.9 0.8 -0.1 -0.70
O -4.47701 -3.73979 -6.57781 -0.2 2.1 1.7 -0.69
O -4.64720 -5.40258 -4.96758 0.0 2.4 2.1 -0.63
F -3.55741 -4.32423 -2.17563 0.5 1.4 -1.4 -0.29
N 0.82639 2.12258 4.15867 0.7 -1.6 -0.7 -0.46
N -0.00300 1.19435 4.49777 0.3 -1.9 -0.6 -0.47
N 1.45187 -0.13034 -0.56211 -1.3 -0.5 2.2 -0.34
N 1.71155 0.14537 3.46359 -1.4 0.9 0.6 -0.60
S 1.64653 -0.72011 -2.98581 0.5 -1.0 -0.7 -0.29
C 4.16515 0.74353 -0.15739 1.9 1.1 2.8 0.45
C 2.31836 -0.27685 -1.47265 1.3 2.5 -0.8 0.29
C 1.85825 1.46365 3.52304 0.4 0.0 -0.2 0.30
C 0.11775 -1.04147 -2.20203 0.3 0.1 -0.5 0.94
C 0.22783 -0.59563 -0.92088 -0.7 -0.1 -2.5 -1.14
C -1.26956 -1.47329 -4.27674 0.1 -1.4 0.4 -0.52
C -1.73947 -2.75825 -2.31096 -1.9 -0.4 0.7 -0.37
C -2.20443 -2.13063 -5.03422 -1.9 -2.2 3.9 -0.94
C -2.89601 -3.39446 -2.94134 2.7 1.2 -0.7 0.28
C -0.97271 -1.72974 -2.92140 -1.4 -1.5 0.8 0.80
C -3.09901 -3.11091 -4.31232 -0.6 0.4 -0.2 -0.13
N 3.57073 0.33684 -1.29583 -2.0 -1.7 -2.3 -0.07
N 0.50750 -0.01306 4.04500 0.5 3.2 0.3 0.98
N 3.67034 0.55030 1.11772 -1.0 0.0 -1.0 -0.12
C -0.82108 -0.54747 0.06610 -1.0 -1.6 2.7 -0.90
C -0.13333 -1.38517 5.89705 0.3 0.5 3.0 -1.26
C 3.01687 2.16329 2.88225 -2.1 -0.1 0.0 -0.42
C -0.03605 -1.27386 4.44296 -0.3 -0.8 -1.8 -0.25
C 4.06742 1.34976 2.30906 1.3 -1.7 -2.6 -0.98
C -6.03983 -3.12617 -4.38477 -1.4 0.8 0.8 -0.97
S -4.58625 -3.93085 -5.12324 0.8 -3.0 -3.3 1.29
H -0.55159 -0.94436 -4.81038 0.9 1.5 -0.9 0.41
H -1.68486 -3.11737 -1.24613 0.6 0.7 -1.1 0.48
H -2.25255 -1.90706 -6.05407 -0.6 -0.1 -1.4 0.54
H 4.04296 0.70535 -2.11686 0.1 -0.4 0.4 0.24
H 2.71642 0.26165 1.11264 -0.7 -0.4 0.2 0.50
H -0.30200 -1.33078 0.68047 -1.0 0.7 1.0 0.26
H -1.89260 -0.97047 -0.01741 1.9 1.1 -0.8 0.31
H -0.76794 0.43312 0.57632 -0.3 -0.7 0.0 0.31
H 0.85538 -1.16140 6.41116 -1.3 -0.3 -0.5 0.29
H -0.47626 -2.38584 6.19125 0.2 0.2 -0.1 0.38
H -0.93472 -0.65896 6.26427 1.3 -0.8 -0.3 0.33
H 3.48908 2.79313 3.56308 0.6 1.2 1.5 0.46
H 2.63588 2.80714 2.11464 -0.4 0.5 -0.5 0.23
H -1.07309 -1.32586 4.13826 -0.2 0.0 -0.9 0.23
H 0.55443 -2.03731 3.87270 -0.5 0.5 0.8 0.34
H 4.51304 0.66201 2.98204 0.3 -0.6 1.0 0.36
H 4.84380 1.99654 1.95349 0.6 0.4 -0.1 0.49
H -6.14466 -3.42420 -3.32870 0.8 0.0 -0.2 0.36
H -5.99556 -1.96981 -4.38868 0.1 -2.0 -0.4 0.34
H -7.04939 -3.54052 -4.75041 1.9 0.7 -0.4 0.35
```
Forces are in eV/Å.

Summary:
Net charge = 0
HOMO-LUMO gap = 8.3 eV

Number 1: strongest force on any atom 6.910 eV/A. Number 2: strongest force on any atom 5.250 eV/A. Number 3: strongest force on any atom 4.840 eV/A.